1.
Computed, not measured: C5H11NO as an isolated structure in a non-equilibrium geometry, with ωB97M-V with the def2-TZVPD basis set.

**Highest occupied orbital energy**: -9.089 eV
**Relative energy (zero: lowest compared OMol25 entry of this formula, charge and spin)**: 113.4 kcal per mole
**Kohn-Sham gap**: 9.9 eV
**Max |F|**: 12.96 eV/Å
**Calculated total energy**: -8896.7816 eV

Element x y z (Å)
C1 2.22809 0.13434 0.84858
C2 1.45038 0.05875 -0.41322
C3 -0.65385 -0.45622 -1.58563
C4 -0.71361 0.41756 0.75167
C5 -2.17525 0.12262 0.78258
H1 2.21974 0.98788 1.07410
H2 3.19639 -0.05454 0.63067
H3 2.01122 -0.56791 1.72322
H4 1.86463 -0.70273 -0.93091
H5 1.67626 0.96490 -1.03821
H6 -1.79469 -0.14576 -1.69505
H7 -0.61822 -1.57505 -1.71430
H8 -0.24630 -0.01129 -2.23924
H9 -2.59127 -1.14481 0.55965
H10 -2.74690 0.04439 1.81801
H11 -2.90072 0.74381 0.12599
N1 0.00601 0.05862 -0.35533
O1 -0.21191 1.12545 1.65742

2.
Computed, not measured: one molecule with the formula C4H8O, with ωB97M-V with the def2-TZVPD basis set.

**Highest occupied orbital energy**: -8.040 eV
**Relative energy (zero: lowest compared OMol25 entry of this formula, charge and spin)**: 101.6 kcal per mole
**Kohn-Sham gap**: 9.1 eV
**Max |F|**: 0.42 eV/Å
**Calculated total energy**: -6320.7634 eV

Element x y z (Å)
C1 -1.75451 0.36967 0.04963
C2 -1.06192 -0.93606 0.38721
O1 -0.19825 -1.30416 -0.68067
C3 0.79264 -0.76818 0.17321
C4 1.50222 0.48519 -0.28971
H1 -1.79703 1.08923 0.87688
H2 -2.78559 0.01081 -0.07417
H3 -1.44362 0.85693 -0.88254
H4 0.16198 -0.63455 1.16952
H5 1.47641 -1.56374 0.48813
H6 0.82654 1.33199 -0.44001
H7 2.25452 0.76613 0.45589
H8 2.02662 0.29674 -1.23336